No. 1
ORCA calculation (wB97M-V/def2-TZVPD) on a gas-phase ion, C32H48N5O2 (charge +1) at a distorted geometry.

- Gap between HOMO and LUMO: 5.57 eV
- 2S+1: 1
- LUMO energy: -2.3 eV
- Charge: +1
- HOMO energy: -7.9 eV

Cartesian coordinates (Å):
C 1.6364 1.7712 6.4374
O 1.9082 0.4210 5.9800
C 1.4285 0.0052 4.7897
C 1.8696 -1.2857 4.3288
C 1.5539 -1.7195 3.0828
C 0.7016 -0.9063 2.2796
C 0.3769 -1.4306 0.9626
C -0.4349 -0.5075 0.0057
C -0.9167 0.9434 -0.3667
C -2.2079 1.5510 -0.5223
C -3.7032 1.1442 -0.4609
C -3.7858 -0.3571 -0.3023
C -4.3189 1.4559 -1.8289
C -4.4668 1.7924 0.6962
N -2.0163 2.8670 -0.8417
C -2.8623 4.1329 -0.8480
C -2.3782 4.9439 -2.0428
C -2.6688 4.8967 0.4651
N -0.7143 3.1160 -0.9967
N -0.0790 1.9550 -0.7977
C 1.3933 2.0749 -0.8715
C 1.9915 2.2074 0.4994
C 1.6444 3.2959 -1.7303
C -0.1374 -2.8560 0.9972
C -0.1744 -3.8908 -0.0922
N 0.8769 -3.6643 -1.1284
C 2.1767 -3.5641 -0.7456
C 3.1394 -3.2237 -1.6510
C 2.7294 -2.9567 -2.9809
N 3.6418 -2.4801 -3.8701
C 3.4281 -2.4096 -5.3127
C 5.0162 -2.1782 -3.4752
C 1.3930 -3.2175 -3.3761
C 0.5145 -3.6264 -2.4117
C -0.8767 -3.2676 2.2055
C -0.5145 -4.7372 2.6181
O -1.5874 -2.5570 2.8922
C 0.2411 0.3342 2.7068
C 0.6356 0.8243 3.9522
H 2.1929 1.8688 7.3774
H 1.9876 2.4817 5.6765
H 0.5536 1.8662 6.5925
H 2.3943 -1.9215 5.0275
H 1.9015 -2.7173 2.7191
H 1.4074 -1.6420 0.5171
H -1.4818 -1.0141 0.0219
H 0.0443 -0.8063 -0.9744
H -3.3767 -0.7270 0.6332
H -4.8057 -0.7356 -0.3404
H -3.2634 -0.8667 -1.1083
H -4.2902 2.5310 -2.0091
H -3.7096 0.9630 -2.6044
H -5.3663 1.1141 -1.8646
H -4.5804 2.8699 0.5613
H -5.4866 1.3793 0.7101
H -3.9965 1.6025 1.6751
H -3.9314 3.8898 -0.9599
H -2.8140 5.9583 -2.0642
H -1.2760 5.0393 -1.9749
H -2.6566 4.4338 -2.9797
H -3.2110 5.8618 0.4452
H -3.0490 4.3178 1.3223
H -1.5932 5.1243 0.5992
H 1.6778 1.1267 -1.3282
H 3.0786 2.2954 0.4282
H 1.6731 3.1223 1.0220
H 1.7778 1.3657 1.1606
H 2.7215 3.4924 -1.8330
H 1.1739 3.1327 -2.7160
H 1.1584 4.1828 -1.2670
H 0.0855 -4.8516 0.4124
H -1.2229 -3.9348 -0.5189
H 2.3861 -3.7175 0.3025
H 4.1601 -3.0885 -1.2999
H 2.4076 -2.6986 -5.5779
H 3.6129 -1.3819 -5.6726
H 4.1264 -3.0826 -5.8456
H 5.0381 -1.7471 -2.4650
H 5.6477 -3.0881 -3.4740
H 5.4430 -1.4517 -4.1852
H 0.9922 -3.0598 -4.3620
H -0.5281 -3.8449 -2.5921
H 0.5891 -4.9460 2.5825
H -0.8417 -4.9039 3.6480
H -1.0804 -5.4404 1.9760
H -0.4349 0.9326 2.0741
H 0.3117 1.8189 4.2866

Force components x, y, z for each atom (eV/Å):
C -0.04 -1.15 -0.56
O 0.16 0.30 0.75
C -0.14 0.35 -1.43
C -0.35 1.20 1.29
C -0.62 0.33 -0.58
C 0.30 0.30 1.10
C 1.33 -1.42 -1.29
C -3.31 -0.64 -3.47
C 0.15 0.85 0.04
C -0.84 0.15 0.84
C 0.74 -1.02 0.17
C 0.01 -0.96 0.17
C 0.11 0.26 -0.09
C -0.19 0.21 0.13
N 2.55 -0.38 0.26
C -0.17 0.49 -0.08
C 0.21 0.27 -0.39
C 0.30 0.00 0.27
N -1.04 -1.64 0.24
N -1.95 1.62 1.09
C -0.38 -0.16 0.05
C 0.51 0.18 0.97
C 0.31 0.46 -0.50
C -1.06 0.25 1.88
C 0.05 0.17 1.54
N -0.33 -0.93 0.62
C -0.47 0.37 -0.46
C -0.49 0.05 0.34
C 1.05 0.29 -1.36
N 0.07 0.05 -0.05
C -0.08 0.04 -0.24
C 0.14 -0.15 0.21
C -0.13 -0.25 0.64
C 0.30 0.81 -0.13
C 2.14 -0.93 -1.90
C -0.55 0.00 0.33
O -0.26 0.38 0.59
C 0.24 -0.68 0.06
C 0.46 -0.34 1.03
H -0.26 0.06 -0.37
H -0.07 -0.01 0.31
H 0.27 0.24 0.10
H 0.29 0.13 0.03
H -0.47 1.05 0.30
H -0.91 1.10 -0.16
H 2.02 0.71 -0.18
H -0.83 0.13 0.51
H 0.11 0.09 0.25
H -0.23 0.32 -0.02
H 0.15 -0.03 -0.17
H -0.27 -0.29 -0.37
H -0.46 0.12 0.13
H 0.47 0.07 -0.05
H 0.01 -0.14 0.19
H 0.33 0.03 0.06
H -0.14 0.00 -0.40
H 0.83 -0.13 0.05
H 0.06 -0.55 0.17
H -0.75 0.11 -0.26
H 0.26 0.21 0.26
H 0.19 -0.57 -0.18
H 0.30 0.23 -0.25
H -0.55 -0.14 0.07
H 0.42 0.11 -0.18
H -0.05 -0.12 -0.18
H -0.19 -0.20 -0.32
H -0.02 0.01 -0.18
H -0.37 -0.21 -0.05
H 0.41 0.31 0.27
H 0.69 -0.63 -0.38
H -0.54 0.40 -0.78
H 1.40 -0.31 -0.60
H -0.21 -0.01 0.12
H -0.36 -0.22 -0.25
H 0.40 0.12 0.00
H -0.13 -0.40 0.16
H -0.28 0.23 0.31
H 0.07 0.02 -0.44
H -0.23 0.36 -0.05
H -0.22 -0.31 0.32
H 0.26 -0.10 -0.11
H 0.01 0.08 -0.13
H -1.02 0.22 -0.23
H -0.05 0.05 -0.13
H 0.41 0.08 0.44
H 0.41 -0.40 0.41
H 0.14 -0.56 -0.15

Results of the Mulliken charge analysis, in e, for atoms 1 through 8: atom 1 (C): -0.790, atom 2 (O): -0.463, atom 3 (C): 0.603, atom 4 (C): -0.731, atom 5 (C): -0.569, atom 6 (C): 0.164, atom 7 (C): 2.634, atom 8 (C): -0.201

***

No. 2
ORCA calculation (wB97M-V/def2-TZVPD) on a molecular structure, C32H49N2PS4Sb2V at a distorted geometry.

- Gap between HOMO and LUMO (spin up / spin down): 4.71 / 5.16 eV
- ⟨S²⟩: 3.7756
- 2S+1: 4
- LUMO energy (spin up / spin down): 4.0 / 4.0 eV
- Charge: -2
- ΔE to the lowest compared entry with this formula, charge and spin: 36.4 kcal/mol
- HOMO energy (spin up / spin down): -0.7 / -1.1 eV

Cartesian coordinates (Å):
V -0.7875 -0.4223 -1.2022
C 2.3824 4.6595 -1.0455
C 1.3474 4.5336 -0.1286
C 0.2638 3.7214 -0.4173
C 0.1829 3.0411 -1.6350
C 1.2374 3.1537 -2.5362
C 2.3270 3.9612 -2.2433
P -1.2186 1.8942 -1.8941
C -2.5799 3.0584 -2.3125
C -2.5833 4.4381 -2.1078
C -3.6999 5.2002 -2.4212
C -4.8404 4.6039 -2.9411
C -4.8566 3.2264 -3.1341
C -3.7473 2.4666 -2.8145
C -0.9371 1.1014 -3.4964
C -1.0971 1.6177 -4.7798
C -0.9820 0.7538 -5.8606
C -0.7225 -0.5966 -5.6307
C -0.5602 -1.0885 -4.3412
C -0.6661 -0.2532 -3.2139
H 3.2410 5.2792 -0.8152
H 1.4050 5.0462 0.8246
H -0.5215 3.5786 0.3175
H 1.2090 2.5897 -3.4600
H 3.1491 4.0354 -2.9457
H -1.6946 4.9202 -1.7206
H -3.6840 6.2719 -2.2572
H -5.7028 5.2048 -3.2024
H -5.7447 2.7499 -3.5330
H -3.7574 1.3925 -2.9660
H -1.3135 2.6716 -4.9347
H -1.1076 1.1243 -6.8727
H -0.6507 -1.2740 -6.4773
H -0.3654 -2.1500 -4.2101
N -2.7641 -1.4242 -1.4951
C -3.9076 -1.0041 -0.6815
C -3.4437 -0.7141 0.7429
N -2.6172 0.4869 0.7394
H -3.0021 -1.4422 -2.4801
H -2.5194 -2.4080 -1.2511
H -4.6920 -1.7718 -0.6497
H -4.3411 -0.0889 -1.1005
H -2.8268 -1.5529 1.0689
H -4.3135 -0.6495 1.4133
H -1.9836 0.5218 1.5313
H -3.1851 1.3260 0.7278
S 2.2460 -4.0900 -0.6622
Sb 0.3449 -2.8787 -1.0885
S -0.0117 -1.2912 1.0347
S 1.0168 0.1993 0.0584
S -1.4689 -4.3106 -0.8001
C 1.4277 1.9173 6.5853
C 0.6876 2.0499 5.2594
C -0.7977 2.2873 5.5254
C 1.2330 3.2595 4.5025
Sb 0.6799 0.3416 3.6896
C 2.8388 -0.3047 3.6851
C 3.0365 -1.4754 2.7268
C 3.6178 0.8955 3.1505
C 3.3299 -0.6833 5.0786
C -0.2926 -1.3104 4.8973
C -1.7786 -1.2101 4.5552
C 0.2292 -2.6692 4.4363
C -0.1042 -1.1884 6.4058
H 1.2123 2.7895 7.2243
H 2.5089 1.8852 6.4363
H 1.1326 1.0248 7.1364
H -0.9560 3.2540 6.0261
H -1.2193 1.5107 6.1673
H -1.3657 2.3028 4.5893
H 0.9937 4.1923 5.0352
H 0.8043 3.3265 3.4976
H 2.3181 3.2091 4.3999
H 2.7125 -1.2314 1.7160
H 2.5036 -2.3730 3.0368
H 4.1055 -1.7213 2.6721
H 3.2159 1.2068 2.1829
H 4.6717 0.6245 3.0075
H 3.5793 1.7444 3.8376
H 2.7538 -1.5138 5.4907
H 3.2648 0.1561 5.7733
H 4.3798 -1.0031 5.0252
H -1.9356 -1.3951 3.4896
H -2.1875 -0.2260 4.8018
H -2.3477 -1.9652 5.1144
H 0.2271 -2.7564 3.3493
H -0.4150 -3.4658 4.8334
H 1.2426 -2.8531 4.7984
H -0.5981 -0.3013 6.8062
H 0.9515 -1.1485 6.6817
H -0.5473 -2.0644 6.9017

Force components x, y, z for each atom (eV/Å):
V -1.33 -0.57 0.41
C 0.00 -0.02 -0.05
C 0.01 0.06 0.06
C -0.03 -0.08 -0.10
C 0.04 0.02 0.13
C -0.12 0.03 0.00
C 0.11 0.08 0.04
P 0.32 0.80 -0.65
C -0.35 0.07 0.12
C 0.15 -0.20 -0.05
C -0.21 0.10 -0.03
C 0.13 -0.01 0.02
C -0.13 0.07 -0.02
C 0.18 0.03 0.06
C -0.17 -0.01 -0.26
C 0.08 0.03 -0.03
C -0.03 0.14 -0.04
C 0.05 -0.12 0.04
C 0.03 0.08 -0.17
C 0.04 0.39 -1.22
H 0.00 0.00 0.00
H -0.03 -0.02 0.00
H 0.03 0.01 0.03
H 0.00 0.00 -0.01
H -0.02 -0.02 -0.02
H 0.00 0.02 0.01
H 0.04 0.00 -0.02
H -0.02 0.00 0.04
H 0.02 -0.03 -0.01
H -0.03 0.00 -0.03
H -0.04 -0.01 -0.01
H 0.01 -0.01 0.00
H 0.00 0.01 0.00
H 0.01 0.01 0.01
N -0.10 -0.06 0.17
C -0.02 -0.04 0.21
C -0.10 0.07 -0.14
N -0.18 -0.10 0.28
H 0.02 0.05 -0.06
H -0.03 0.02 -0.05
H 0.00 0.02 -0.07
H -0.01 -0.04 -0.04
H 0.02 -0.01 0.05
H 0.00 -0.03 -0.03
H 0.08 -0.05 -0.07
H 0.02 0.04 -0.04
S -0.04 0.21 -0.15
Sb 0.45 -1.10 0.49
S -0.06 -0.74 0.52
S 1.46 0.94 0.54
S -0.23 -0.18 0.00
C -0.03 0.03 -0.06
C 0.06 -0.28 -0.15
C 0.03 -0.09 -0.04
C -0.02 -0.05 -0.05
Sb 0.13 0.05 0.49
C -0.33 0.09 0.13
C -0.09 0.04 -0.08
C -0.10 0.01 0.02
C -0.06 0.05 -0.04
C 0.21 0.26 -0.09
C 0.07 0.00 -0.06
C -0.02 0.06 -0.03
C -0.01 -0.01 -0.06
H 0.02 0.01 -0.01
H -0.03 0.03 0.04
H 0.04 0.05 0.03
H 0.04 0.01 0.02
H -0.06 0.06 -0.06
H -0.05 0.02 0.05
H -0.01 -0.01 0.03
H 0.02 0.05 0.01
H -0.04 0.05 -0.04
H -0.01 -0.04 -0.03
H 0.03 0.01 -0.04
H 0.03 0.02 0.08
H 0.06 0.03 -0.01
H 0.01 -0.03 0.01
H 0.05 -0.03 -0.02
H 0.08 0.00 0.01
H 0.04 -0.10 0.00
H 0.02 0.01 0.00
H -0.04 0.05 0.00
H -0.04 -0.03 -0.01
H 0.01 -0.01 0.01
H 0.03 -0.06 0.01
H 0.00 0.02 0.05
H -0.03 -0.03 -0.04
H 0.04 -0.05 0.04
H -0.05 -0.03 0.04
H -0.02 0.00 0.00

Results of the Mulliken charge analysis, in e, for atoms 1 through 8: atom 1 (V): -0.978, atom 2 (C): -0.518, atom 3 (C): -0.676, atom 4 (C): -0.282, atom 5 (C): 0.064, atom 6 (C): -0.391, atom 7 (C): -0.710, atom 8 (P): 2.199

***

No. 3
ORCA calculation (wB97M-V/def2-TZVPD) on a molecular structure, C32H49N6O4S5Ti at a distorted geometry.

- Gap between HOMO and LUMO (spin up / spin down): 6.25 / 7.01 eV
- ⟨S²⟩: 2.0036
- 2S+1: 3
- LUMO energy (spin up / spin down): -2.1 / -2.1 eV
- Charge: +1
- ΔE to the lowest compared entry with this formula, charge and spin: 10.0 kcal/mol
- HOMO energy (spin up / spin down): -8.3 / -9.1 eV

Cartesian coordinates (Å):
Ti 0.5445 0.4755 0.2785
C 0.2812 3.7695 1.3075
C -0.7479 3.3267 2.3452
O -0.3571 2.1809 3.0644
C 0.5142 2.3589 4.1637
C 2.0130 2.2635 3.8095
O 2.1660 1.3708 2.7294
C 3.5096 1.0227 2.4531
C 3.4920 0.3876 1.0524
O 2.5355 1.0135 0.2184
C 2.7869 2.3876 -0.0294
C 1.4874 2.9875 -0.5637
O 0.4381 2.7318 0.3462
H 1.2382 4.0087 1.7902
H -0.0883 4.6758 0.8072
H -1.6565 3.0314 1.8063
H -0.9743 4.1616 3.0241
H 0.2759 1.5510 4.8604
H 0.3254 3.3117 4.6712
H 2.5668 1.9073 4.6875
H 2.4232 3.2521 3.5423
H 3.9005 0.3147 3.1991
H 4.1482 1.9209 2.4747
H 3.1734 -0.6590 1.1156
H 4.4951 0.4426 0.6050
H 3.6068 2.5067 -0.7507
H 3.0633 2.9129 0.8906
H 1.2012 2.4935 -1.4972
H 1.6085 4.0649 -0.7426
C -3.7969 -1.2214 -0.2412
N -3.2039 -1.1801 1.0749
C -4.1583 -1.2752 2.1615
C -1.9368 -0.6869 1.2689
N -1.3900 0.2279 0.4933
C -2.1703 1.1723 -0.1715
C -3.2510 1.7424 0.4877
C -4.0573 2.7096 -0.1136
C -3.8131 3.0961 -1.4005
C -2.7209 2.5624 -2.1158
C -2.4856 2.9862 -3.4407
C -1.4222 2.5024 -4.1501
C -0.5452 1.6051 -3.5463
C -0.7236 1.1584 -2.2430
N 0.2949 0.3830 -1.6841
C 0.8931 -0.5393 -2.4315
N 2.2460 -0.7498 -2.2431
C 3.1676 0.2994 -2.6347
C 2.8044 -2.0806 -2.3948
N 0.2221 -1.2686 -3.3552
C -1.1707 -1.5923 -3.1841
C 0.8154 -1.7536 -4.5799
C -1.8518 1.6153 -1.4944
N -1.2261 -1.2374 2.2800
C 0.0320 -0.6766 2.7072
C -1.5090 -2.5468 2.8285
H -4.4578 -0.3711 -0.4416
H -4.3825 -2.1383 -0.3220
H -3.0124 -1.2399 -0.9925
H -4.9888 -0.5836 1.9750
H -3.6876 -1.0021 3.1013
H -4.5697 -2.2854 2.2347
H -3.4717 1.4293 1.4994
H -4.8766 3.1384 0.4436
H -4.4492 3.8149 -1.8923
H -3.1540 3.7118 -3.8779
H -1.2376 2.8274 -5.1628
H 0.3241 1.2718 -4.0985
H 4.0401 0.2865 -1.9796
H 2.6749 1.2687 -2.5850
H 3.5194 0.1414 -3.6643
H 2.0226 -2.8258 -2.2740
H 3.5490 -2.2265 -1.6093
H 3.2959 -2.2203 -3.3625
H -1.4102 -1.5072 -2.1253
H -1.3325 -2.6252 -3.4961
H -1.8217 -0.9330 -3.7680
H 1.7586 -1.2527 -4.7790
H 0.1339 -1.5309 -5.4050
H 0.9789 -2.8343 -4.5537
H 0.3036 0.1885 2.0762
H 0.8388 -1.4195 2.6560
H -0.0580 -0.3365 3.7426
H -2.2414 -3.0657 2.2194
H -1.8720 -2.4898 3.8582
H -0.5860 -3.1322 2.8324
C -1.2798 -4.9998 -0.1908
S 0.2870 -5.1424 -1.1142
C 1.4250 -4.5906 0.1083
C 1.4993 -3.3043 0.5283
S 0.4912 -2.0528 -0.0560
S 2.7362 -3.0272 1.7734
C 3.4271 -4.6440 1.7914
S 4.7190 -5.0308 2.7023
S 2.5811 -5.7485 0.7582
H -2.0403 -5.4546 -0.8151
H -1.4986 -3.9491 -0.0210
H -1.1892 -5.5396 0.7459

Force components x, y, z for each atom (eV/Å):
Ti 2.05 -0.63 0.98
C -0.43 0.12 0.65
C 0.09 0.09 -0.39
O 0.05 0.08 0.17
C 0.27 -0.19 0.04
C -0.22 0.32 0.06
O 0.13 -0.15 0.17
C -0.03 0.16 -0.27
C 0.51 -0.44 0.65
O 1.05 0.59 -0.03
C -0.12 0.83 -0.25
C 0.70 0.11 -0.60
O -0.03 0.15 0.06
H -0.05 -0.10 -0.14
H 0.07 -0.15 0.01
H 0.16 0.22 0.19
H 0.04 -0.06 -0.14
H -0.02 0.11 -0.05
H -0.02 -0.04 0.00
H -0.08 0.06 -0.01
H -0.01 -0.16 -0.03
H -0.03 0.07 -0.21
H -0.12 -0.14 0.04
H 0.18 0.33 -0.12
H -0.19 -0.07 0.02
H -0.14 -0.04 0.07
H 0.03 -0.20 -0.01
H 0.15 0.32 0.11
H -0.01 -0.18 0.03
C -0.05 -0.02 -0.23
N 0.31 0.18 0.08
C -0.07 -0.07 0.06
C -0.59 -0.56 0.44
N -1.55 -0.44 0.20
C -1.25 0.63 0.25
C 0.55 -0.29 -0.17
C -0.12 0.18 -0.35
C -0.15 -0.01 0.25
C 0.20 -0.13 0.10
C 0.15 -0.04 -0.19
C -0.38 0.22 0.07
C 0.04 -0.13 0.51
C -0.22 0.46 -1.24
N -0.08 -0.26 -1.72
C 0.10 -0.26 -0.62
N -0.46 0.03 -0.77
C -0.04 0.12 0.06
C 0.00 -0.18 0.03
N 0.42 0.15 0.58
C -0.33 0.07 0.18
C 0.19 -0.12 -0.15
C 0.03 -0.14 -0.05
N -0.40 0.40 -0.28
C 0.30 0.19 -0.16
C 0.01 -0.27 0.10
H 0.04 -0.03 0.05
H 0.02 -0.05 -0.03
H -0.08 0.00 -0.02
H 0.06 -0.02 0.03
H -0.02 -0.05 0.07
H 0.01 0.04 0.07
H 0.05 -0.03 0.08
H -0.11 0.03 0.02
H -0.07 0.12 -0.05
H -0.10 0.06 -0.04
H -0.02 0.06 -0.09
H 0.05 -0.01 0.01
H 0.01 0.09 0.02
H 0.06 0.00 0.04
H -0.01 0.04 0.09
H 0.01 -0.03 0.07
H 0.00 -0.07 0.00
H 0.01 0.02 -0.02
H -0.03 -0.04 -0.08
H 0.02 -0.01 0.03
H 0.02 -0.01 0.02
H 0.04 0.01 0.02
H 0.04 0.02 0.03
H 0.00 0.02 0.01
H -0.42 -0.47 1.98
H -0.36 0.15 -0.02
H 0.12 0.19 -0.13
H -0.02 0.01 -0.03
H -0.03 0.06 -0.03
H -0.03 0.02 -0.08
C 0.46 0.02 -0.21
S -0.04 -0.12 0.20
C 0.05 0.02 -0.18
C 0.36 -0.43 0.35
S -0.07 -0.22 0.03
S -0.24 -0.54 -0.45
C -0.08 0.05 -0.04
S 0.09 -0.01 0.10
S -0.12 0.43 0.11
H -0.15 -0.07 -0.05
H -0.07 0.05 0.05
H -0.07 -0.06 0.07

Results of the natural (NBO) charge analysis, in e, for atoms 1 through 8: atom 1 (Ti): 1.059, atom 2 (C): -0.080, atom 3 (C): -0.081, atom 4 (O): -0.518, atom 5 (C): -0.079, atom 6 (C): -0.083, atom 7 (O): -0.534, atom 8 (C): -0.092